Record 1
Entry from the OMol25 dataset: C18H32MnNPSi as an isolated structure at a distorted geometry (the ωB97M-V functional and the def2-TZVPD basis).

Properties
Orbital gap (alpha / beta) = 5.51 / 5.59 eV
Strongest force on any atom = 1.679 eV/Å
⟨S²⟩ = 9.038
Total energy = -69155.9293 eV
2S+1 = 6

```
54
Properties=species:S:1:pos:R:3:lowdin_spin:R:1
C 0.4288 3.2345 -3.5079 0.014
C -0.8595 2.7845 -3.2108 -0.001
C -1.0683 1.8090 -2.2196 0.021
C 0.0100 1.3012 -1.4900 0.017
C 1.2994 1.6965 -1.8578 0.015
C 1.5149 2.6998 -2.8102 -0.003
C -2.4686 1.3240 -1.9716 0.008
C -2.5547 -0.1593 -1.5621 0.030
N -2.5708 -1.0378 -2.6843 0.008
Mn -0.2863 0.2069 0.2356 4.087
C 2.4751 1.0321 -1.1938 -0.019
P 2.1245 -0.7411 -0.9985 -0.058
H -1.7255 3.1908 -3.7447 0.000
H 2.5343 3.0378 -3.0180 -0.001
H 0.5836 4.0002 -4.2636 0.001
H 2.6802 1.4224 -0.1833 0.003
H 3.4051 1.1275 -1.7721 -0.009
H -2.9339 1.9013 -1.1541 0.003
H -3.0940 1.4961 -2.8613 0.001
H -1.7197 -0.4265 -0.8312 0.016
C 3.3012 -1.5105 0.1017 -0.010
C 2.1274 -1.5081 -2.6273 0.013
H -3.5100 -0.3346 -1.0458 0.001
C -1.5592 -0.9884 -3.7005 -0.002
C -3.1788 -2.3325 -2.5074 0.000
H 1.1283 -1.5745 1.9183 0.060
H -1.9205 -1.5737 -4.5613 0.000
H -1.3515 0.0407 -4.0223 0.000
H -0.6009 -1.4549 -3.3904 -0.002
H -3.3790 -2.7666 -3.4948 0.000
H -2.5364 -3.0449 -1.9597 -0.001
H -4.1170 -2.2229 -1.9481 0.000
H 3.1439 -1.5831 -3.0403 0.003
H 1.6946 -2.5160 -2.5368 -0.002
H 1.5078 -0.9278 -3.3222 0.000
H 4.3227 -1.4557 -0.3112 -0.004
H 3.2749 -1.0152 1.0811 0.000
H 3.0340 -2.5648 0.2539 0.001
H 0.7248 -1.0242 -0.5978 -0.060
C 1.4812 -0.8151 5.5990 0.032
Si -0.0286 0.0740 4.8984 0.093
C -1.5708 -0.7619 5.5667 0.003
C -0.0015 1.8302 5.5306 0.001
C 0.0223 -0.0416 3.0196 0.514
C 0.4845 -0.6893 2.0170 0.218
H 1.4796 -0.7810 6.6974 0.006
H 2.4106 -0.3486 5.2454 0.000
H 1.5085 -1.8684 5.2878 0.000
H -1.5618 -0.7725 6.6659 0.000
H -2.4710 -0.2272 5.2367 0.001
H -1.6438 -1.7959 5.2078 0.000
H 0.8902 2.3668 5.1876 0.000
H -0.8830 2.3869 5.1934 0.001
H 0.0022 1.8241 6.6302 0.000
```

Record 2
Entry from the OMol25 dataset: C31H45BCl2CsN9O3P as an isolated structure at a distorted geometry (the ωB97M-V functional and the def2-TZVPD basis).

Properties
Orbital gap = 7.04 eV
Strongest force on any atom = 2.702 eV/Å
Energy relative to the best compared isomer or geometry (same formula, charge and spin) = 1.254 eV
Total energy = -87996.4918 eV
Total charge = -1

```
93
Properties=species:S:1:pos:R:3:mulliken_charge:R:1
Cs 0.1153 0.3401 -0.5360 0.757
C 2.1754 3.3225 1.5125 -1.005
C 2.9399 2.0988 1.8996 0.532
C 4.2079 2.0176 2.5045 -1.615
C 4.4645 0.6644 2.6190 0.825
C 5.6854 0.0136 3.1836 -1.322
N 3.3967 0.0064 2.1075 0.427
N 2.4692 0.8802 1.6757 0.633
B 3.2147 -1.5228 2.0689 -1.324
N 1.9741 -1.9698 2.8662 0.556
N 0.7169 -1.6225 2.5405 0.389
C -0.0867 -2.1936 3.4242 0.791
C -1.5699 -2.0342 3.3618 -0.685
C 0.6678 -2.9375 4.3517 -1.882
C 1.9812 -2.7644 3.9631 1.049
C 3.1996 -3.3230 4.6243 -1.260
N 3.2045 -2.0669 0.6213 -0.193
N 2.3738 -1.6053 -0.3225 1.644
C 2.6455 -2.2487 -1.4469 0.115
C 1.9362 -1.9214 -2.7199 -1.077
C 3.6840 -3.1726 -1.2261 -1.856
C 4.0128 -3.0242 0.1098 0.933
C 5.0567 -3.7620 0.8829 -1.315
H 2.3242 4.1189 2.2428 0.413
H 2.4876 3.6990 0.5368 0.076
H 1.1092 3.1051 1.4474 0.032
H 4.8528 2.8266 2.8079 0.496
H 6.3848 0.7812 3.5120 0.362
H 5.4406 -0.6208 4.0372 0.172
H 6.1828 -0.6099 2.4388 0.218
H 4.1655 -2.0015 2.6055 -0.225
H -1.8234 -1.3834 2.5278 -0.310
H -2.0631 -2.9994 3.2251 0.313
H -1.9563 -1.5864 4.2811 0.344
H 0.3115 -3.5126 5.1917 0.456
H 2.8987 -3.9137 5.4885 0.349
H 3.7670 -3.9646 3.9481 0.154
H 3.8661 -2.5281 4.9636 0.191
H 1.0390 -1.3292 -2.5334 -0.046
H 2.5732 -1.3471 -3.3978 0.287
H 1.6364 -2.8242 -3.2587 0.410
H 4.1446 -3.8432 -1.9340 0.466
H 5.5628 -4.4699 0.2281 0.340
H 5.8002 -3.0788 1.2957 0.194
H 4.6156 -4.3148 1.7140 0.162
C -0.9787 2.5395 4.1776 -0.956
C -2.3179 2.8717 4.3049 -0.589
C -3.2464 2.2583 3.4767 -0.733
C -2.7907 1.3367 2.5358 0.736
N -1.5023 1.0305 2.4093 0.317
C -0.6205 1.6049 3.2113 -0.584
C -3.7080 0.6189 1.6191 0.353
C -4.9761 0.2036 2.0332 -0.962
C -5.7603 -0.5166 1.1482 -0.552
C -5.2607 -0.8025 -0.1140 -0.995
C -3.9892 -0.3460 -0.4371 -0.307
N -3.2407 0.3487 0.4048 0.291
H -0.2227 2.9927 4.8040 0.480
H -2.6383 3.6031 5.0363 0.384
H -4.2983 2.5036 3.5404 0.506
H 0.4098 1.2894 3.0701 0.661
H -5.3189 0.4113 3.0378 0.429
H -6.7420 -0.8645 1.4450 0.400
H -5.8348 -1.3744 -0.8304 0.431
H -3.5376 -0.5365 -1.4051 0.611
N 3.4228 1.6192 -1.8192 -0.484
C 2.9083 2.9300 -2.1800 -0.985
C 1.3729 3.0998 -2.0973 0.658
O 0.9201 4.2287 -1.8327 -0.813
O 0.7052 2.0574 -2.3390 -0.625
H 2.8694 0.9080 -2.2871 0.194
H 3.2926 1.4466 -0.8261 0.170
H 3.1874 3.1435 -3.2190 0.287
H 3.3876 3.6971 -1.5702 0.480
Cl -1.1300 -2.7270 0.0425 0.097
C -0.8387 -3.7608 -1.3550 -0.277
Cl -1.7169 -3.2273 -2.7950 -0.177
H -1.1669 -4.7683 -1.1275 0.437
H 0.2221 -3.7233 -1.5819 -0.128
C -0.4609 1.0638 -4.8006 -1.142
P -1.7722 1.3006 -3.5527 1.353
C -1.9740 3.0786 -3.2262 -1.130
C -3.2789 0.8749 -4.4996 -1.365
O -1.6592 0.4417 -2.3586 -0.277
H -0.7066 1.6082 -5.7148 0.381
H -0.4088 -0.0036 -5.0284 0.317
H 0.4846 1.4014 -4.3915 0.165
H -2.1781 3.6031 -4.1626 0.374
H -1.0919 3.4945 -2.7418 0.207
H -2.8359 3.1862 -2.5627 0.298
H -3.4049 1.4753 -5.4006 0.405
H -4.1421 1.0224 -3.8491 0.353
H -3.2160 -0.1789 -4.7733 0.336
```

Record 3
Entry from the OMol25 dataset: C6H13N3 as an isolated structure at a distorted geometry (the ωB97M-V functional and the def2-TZVPD basis).

Properties
Orbital gap (alpha / beta) = 7.15 / 7.77 eV
Strongest force on any atom = 2.069 eV/Å
Energy relative to the best compared isomer or geometry (same formula, charge and spin) = 5.997 eV
Total energy = -10897.4150 eV

```
22
Properties=species:S:1:pos:R:3:mulliken_charge:R:1
C -2.4896 -0.0304 0.3263 -0.972
C -0.4210 0.7221 1.3966 -0.791
N -1.0839 -0.1970 0.6212 -0.052
H -2.7750 -0.6192 -0.5460 0.328
H -2.8136 1.0068 0.1791 0.336
H -3.0558 -0.4592 1.1569 0.356
H 0.0814 0.3798 2.2982 0.326
H -0.8801 1.7086 1.5147 0.348
C 0.6180 -1.7854 -0.5834 -1.653
C 1.1952 0.6355 0.2797 0.551
C 0.2774 -0.3073 -0.5823 1.240
N 2.2452 -0.0759 0.9748 -0.604
C -0.2166 0.2725 -1.7611 -1.130
N 1.5867 1.8316 -0.1731 -0.805
H 2.8951 -0.4845 0.3114 0.258
H 2.7888 0.5706 1.5362 0.284
H 0.9512 2.2081 -0.8723 0.215
H -0.2825 -2.3301 -0.8716 0.367
H 0.8737 -2.1220 0.4194 0.447
H 1.4541 -2.0056 -1.2491 0.346
H 0.1986 1.1665 -2.1981 0.336
H -1.1473 -0.0856 -2.1776 0.269
```

Record 4
Entry from the OMol25 dataset: an isolated ion of composition C9H18NO and charge +1 at a distorted geometry (the ωB97M-V functional and the def2-TZVPD basis).

Properties
Orbital gap = 8.44 eV
Strongest force on any atom = 3.953 eV/Å
Energy relative to the best compared isomer or geometry (same formula, charge and spin) = 2.280 eV
Total energy = -13152.2746 eV
Total charge = +1

```
29
Properties=species:S:1:pos:R:3:mulliken_charge:R:1
C 2.0107 0.5345 0.7928 -0.627
C 1.2420 1.5218 0.2315 -0.217
C 1.5050 -0.8115 1.2146 -1.030
C 0.9054 -1.5650 0.0372 0.935
C -0.3743 -1.0650 -0.3850 -0.735
C 1.8590 -1.7255 -1.1805 -1.392
C -1.0278 1.6134 1.3441 -0.894
C -0.6810 2.1899 -1.0252 -1.208
C -2.6980 -1.4004 -0.3087 -0.680
N -0.2105 1.4352 0.1216 0.407
O -1.3513 -1.5467 0.1934 -0.226
H 3.0614 0.9687 0.6450 0.318
H 1.6874 2.4878 0.0360 0.417
H 2.2244 -1.4974 1.5381 0.408
H 0.7670 -0.6354 1.9815 0.330
H 0.6835 -2.6645 0.4383 0.534
H -0.6446 -0.4157 -1.2375 0.561
H 1.2743 -1.5191 -2.0216 0.426
H 2.2971 -2.7182 -1.2353 0.336
H 2.7137 -0.9308 -1.1618 0.321
H -1.0944 2.5631 1.8501 0.373
H -1.9614 1.0584 1.1399 0.260
H -0.4878 1.0665 2.1019 0.277
H -1.8009 2.4108 -1.0336 0.309
H -0.3870 3.2149 -0.8699 0.440
H -0.2822 1.7290 -1.9613 0.413
H -2.9427 -0.4647 -0.8412 0.349
H -3.4374 -1.4589 0.5587 0.276
H -2.8497 -2.3751 -0.9631 0.320
```